The following is a quantum chemistry calculation of C22H24GeNOPSe3TeV as an isolated structure, from the Open Molecules 2025 dataset.

As for the max |F|: 0.6 eV/A. The orbital gap (spin up / spin down) is 0.235 / 0.254 Ha. As for the expectation value of S²: 0.807. The value obtained for the HOMO energy (spin up / spin down) is -7.275 / -7.302 eV. The relative energy (zero: lowest compared OMol25 entry of this formula, charge and spin) comes out at 0.000 eV. The LUMO energy (spin up / spin down) comes out at -0.9 / -0.4 eV.

Geometry as ORCA input:
```
! wB97M-V def2-TZVPD RIJCOSX def2/J DEFGRID3
* xyz 0 2
V -0.079 0.179 -0.909
Se 1.219 2.008 -1.925
Se 2.668 2.457 -0.136
Te 0.923 2.840 1.630
Se -0.034 0.529 1.568
C -5.644 -0.811 0.999
C -4.817 0.019 1.746
C -3.805 0.732 1.125
C -3.621 0.628 -0.255
C -4.445 -0.211 -0.998
C -5.455 -0.928 -0.370
P -2.244 1.535 -1.013
C -2.663 3.289 -0.783
C -1.686 4.257 -1.009
C -2.005 5.602 -0.908
C -3.296 5.990 -0.578
C -4.272 5.030 -0.355
C -3.961 3.683 -0.458
C -2.172 1.092 -2.745
C -2.957 1.358 -3.861
C -2.590 0.769 -5.059
C -1.468 -0.060 -5.120
C -0.688 -0.303 -3.999
C -1.033 0.285 -2.779
H -6.431 -1.372 1.486
H -4.956 0.103 2.816
H -3.148 1.364 1.710
H -4.296 -0.307 -2.066
H -6.093 -1.578 -0.954
H -0.681 3.952 -1.266
H -1.239 6.347 -1.083
H -3.541 7.041 -0.496
H -5.281 5.329 -0.100
H -4.728 2.940 -0.281
H -3.823 2.006 -3.795
H -3.170 0.951 -5.955
H -1.197 -0.511 -6.067
H 0.191 -0.933 -4.084
O 0.192 -1.672 -0.889
N 1.282 -1.125 -1.435
C 0.766 -4.545 -2.247
Ge 2.476 -3.730 -1.759
C 3.887 -4.184 -3.044
C 3.007 -4.157 0.078
C 2.297 -1.761 -1.843
H 0.905 -5.605 -2.458
H 0.357 -4.065 -3.136
H 0.046 -4.432 -1.439
H 4.388 -5.105 -2.747
H 4.635 -3.393 -3.095
H 3.471 -4.327 -4.041
H 3.084 -5.238 0.204
H 2.268 -3.778 0.784
H 3.973 -3.713 0.316
H 3.080 -1.111 -2.224
*
```


The following is a quantum chemistry calculation of C22H24I2O3P2PbTe as an isolated structure, from the Open Molecules 2025 dataset.

As for the max |F|: 0.5 eV/A. The orbital gap (spin up / spin down) is 0.213 / 0.222 Ha. The value obtained for the HOMO energy (spin up / spin down) is -14.207 / -13.669 eV. The relative energy (zero: lowest compared OMol25 entry of this formula, charge and spin) comes out at 0.177 eV. The LUMO energy (spin up / spin down) comes out at -8.4 / -7.6 eV.

Geometry as ORCA input:
```
! wB97M-V def2-TZVPD RIJCOSX def2/J DEFGRID3
* xyz 2 1
Pb -1.296 0.548 -0.895
C 1.850 5.025 -1.336
C 1.515 4.734 -0.019
C 1.427 3.416 0.402
C 1.703 2.390 -0.510
C 2.018 2.684 -1.845
C 2.095 4.005 -2.251
P 1.657 0.692 0.010
C 3.245 -0.022 0.134
C 4.372 0.633 -0.389
C 5.609 0.029 -0.283
C 5.727 -1.218 0.326
C 4.609 -1.878 0.831
C 3.364 -1.293 0.726
C 0.645 0.515 1.463
C 1.226 0.314 2.724
C 0.405 0.311 3.840
C -0.968 0.498 3.698
C -1.539 0.674 2.439
C -0.744 0.665 1.301
H 1.915 6.061 -1.658
H 1.325 5.536 0.686
H 1.163 3.187 1.428
H 2.208 1.884 -2.557
H 2.347 4.242 -3.280
H 4.283 1.612 -0.843
H 6.487 0.531 -0.668
H 6.701 -1.683 0.405
H 4.713 -2.848 1.301
H 2.487 -1.812 1.101
H 2.299 0.205 2.834
H 0.837 0.174 4.825
H -1.601 0.492 4.578
H -2.615 0.797 2.358
I -3.327 2.841 -1.049
I -2.264 5.278 -1.013
C -4.133 -1.576 -3.967
C -3.760 -2.585 -2.914
O -4.561 -2.366 -1.688
P -4.071 -1.500 -0.492
O -3.520 -0.130 -0.845
Te -6.033 -1.387 0.893
O -2.848 -2.240 0.190
C -2.939 -3.605 0.738
C -1.675 -3.877 1.501
H -3.530 -1.755 -4.860
H -3.956 -0.555 -3.624
H -5.184 -1.674 -4.240
H -2.702 -2.560 -2.659
H -4.004 -3.594 -3.219
H -3.074 -4.295 -0.093
H -3.813 -3.655 1.382
H -0.802 -3.788 0.848
H -1.703 -4.893 1.896
H -1.569 -3.183 2.337
*
```


The following is a quantum chemistry calculation of one molecule with the formula C22H24N4O3S at a distorted geometry, from the Open Molecules 2025 dataset.

As for the max |F|: 1.0 eV/A. The orbital gap is 0.285 Ha. The value obtained for the HOMO energy is -7.606 eV. The relative energy (zero: lowest compared OMol25 entry of this formula, charge and spin) comes out at 1.836 eV. As for the SMILES: CCOc1ccccc1NC(=O)CSc1nc2ccccc2nc1N1CCOCC1. The LUMO energy comes out at 0.2 eV.

Geometry as ORCA input:
```
! wB97M-V def2-TZVPD RIJCOSX def2/J DEFGRID3
* xyz 0 1
C -0.643 -2.323 2.854
C -0.722 -1.647 1.489
O 0.078 -0.483 1.410
C 1.440 -0.596 1.308
C 2.149 -1.773 1.143
C 3.530 -1.742 1.014
C 4.213 -0.543 1.058
C 3.518 0.644 1.221
C 2.140 0.626 1.338
N 1.370 1.796 1.433
C 1.603 2.913 0.683
O 2.685 3.270 0.283
C 0.381 3.815 0.519
H 0.573 4.504 -0.304
H 0.201 4.381 1.434
S -1.179 2.940 0.197
C -0.613 1.660 -0.893
N 0.641 1.775 -1.197
C 1.305 0.752 -1.774
C 2.673 0.853 -2.060
C 3.341 -0.257 -2.505
C 2.670 -1.476 -2.679
C 1.329 -1.589 -2.424
C 0.612 -0.467 -1.976
N -0.714 -0.540 -1.752
C -1.374 0.495 -1.272
N -2.723 0.371 -1.219
C -3.659 1.311 -0.662
H -4.548 1.299 -1.304
C -4.031 0.862 0.765
H -3.347 1.295 1.498
O -3.904 -0.540 0.901
C -4.301 -1.224 -0.264
H -4.291 -2.285 -0.010
C -3.322 -0.934 -1.423
H -3.851 -0.956 -2.383
H -2.511 -1.662 -1.450
H -5.327 -0.938 -0.536
H -5.058 1.174 1.002
H -3.262 2.322 -0.657
H 0.800 -2.520 -2.564
H 3.225 -2.337 -3.023
H 4.398 -0.202 -2.716
H 3.168 1.796 -1.890
H 0.401 1.596 1.656
H 4.031 1.591 1.232
H 5.287 -0.525 0.961
H 4.065 -2.669 0.877
H 1.640 -2.722 1.090
H -1.740 -1.287 1.318
H -0.457 -2.344 0.685
H 0.370 -2.653 3.072
H -1.308 -3.182 2.871
H -0.952 -1.626 3.628
*
```


The following is a quantum chemistry calculation of C22H24N4O4S3Sn as an isolated structure, from the Open Molecules 2025 dataset.

As for the max |F|: 0.3 eV/A. The orbital gap is 0.230 Ha. The value obtained for the HOMO energy is -13.986 eV. The relative energy (zero: lowest compared OMol25 entry of this formula, charge and spin) comes out at 0.000 eV. The LUMO energy comes out at -7.7 eV.

Geometry as ORCA input:
```
! wB97M-V def2-TZVPD RIJCOSX def2/J DEFGRID3
* xyz 2 1
Sn 3.877 0.239 -0.176
O 0.821 0.450 -2.393
S 1.297 0.745 -1.068
O 1.884 -0.505 -0.399
O 2.514 1.659 -1.083
O 0.248 1.299 -0.202
S -1.775 1.819 -1.743
C -3.109 1.164 -2.601
N -3.978 1.590 -3.441
C -5.064 0.660 -3.829
C -4.601 -0.786 -3.858
N -3.805 -1.149 -2.662
C -3.776 -2.570 -2.230
C -5.151 -3.011 -1.812
C -5.713 -2.504 -0.643
C -6.990 -2.887 -0.267
C -7.705 -3.781 -1.055
C -7.145 -4.294 -2.215
C -5.867 -3.907 -2.597
C -3.092 -0.232 -2.122
S -1.833 -0.162 -0.955
C -3.971 2.965 -3.998
C -3.739 2.904 -5.483
C -4.756 3.250 -6.365
C -4.539 3.173 -7.734
C -3.312 2.746 -8.218
C -2.294 2.399 -7.337
C -2.505 2.480 -5.971
H -5.398 0.945 -4.825
H -5.884 0.807 -3.123
H -3.977 -0.992 -4.731
H -5.472 -1.439 -3.882
H -3.049 -2.642 -1.420
H -3.406 -3.150 -3.077
H -5.147 -1.825 -0.012
H -7.423 -2.502 0.646
H -8.699 -4.086 -0.756
H -7.697 -5.000 -2.820
H -5.423 -4.320 -3.496
H -3.190 3.518 -3.475
H -4.935 3.415 -3.757
H -5.710 3.599 -5.987
H -5.326 3.454 -8.420
H -3.143 2.691 -9.285
H -1.332 2.081 -7.717
H -1.699 2.231 -5.287
C 3.378 3.589 1.440
C 3.176 2.350 2.235
N 3.264 1.098 1.806
C 3.031 0.268 2.891
C 2.796 1.031 3.981
N 2.894 2.335 3.547
H 2.881 3.504 0.475
H 4.441 3.764 1.268
H 2.978 4.450 1.972
H 3.034 -0.805 2.805
H 2.570 0.775 5.000
H 2.779 3.158 4.116
*
```


The following is a quantum chemistry calculation of C22H24N5OPtSSi as an isolated structure, from the Open Molecules 2025 dataset.

As for the max |F|: 0.4 eV/A. The orbital gap (spin up / spin down) is 0.203 / 0.205 Ha. As for the expectation value of S²: 0.757. The value obtained for the HOMO energy (spin up / spin down) is -5.946 / -6.015 eV. The relative energy (zero: lowest compared OMol25 entry of this formula, charge and spin) comes out at 0.000 eV. The LUMO energy (spin up / spin down) comes out at -0.4 / -0.4 eV.

Geometry as ORCA input:
```
! wB97M-V def2-TZVPD RIJCOSX def2/J DEFGRID3
* xyz 0 2
Pt 0.380 -0.244 0.878
N 1.533 -4.081 2.354
C 2.546 -3.472 3.065
C 2.418 -2.136 2.840
N 1.354 -1.922 1.999
C 0.845 -3.102 1.728
C -0.321 -3.155 0.859
N -0.794 -2.021 0.399
C -1.871 -2.328 -0.391
C -2.043 -3.679 -0.400
N -1.044 -4.199 0.397
H 1.355 -5.069 2.323
H 3.246 -4.038 3.653
H 3.015 -1.322 3.209
H -2.441 -1.558 -0.881
H -2.767 -4.307 -0.885
H -0.889 -5.174 0.577
C -2.042 2.526 3.524
Si -2.481 1.114 2.381
C -2.355 -0.501 3.315
C -4.254 1.319 1.807
N -1.408 1.029 1.046
C -1.005 1.957 0.142
C -1.617 3.107 -0.257
C -1.211 3.924 -1.359
C -0.413 3.614 -2.410
C 0.216 2.341 -2.672
C 0.505 1.371 -1.793
O 1.077 0.168 -2.213
C 2.214 0.217 -2.981
C 3.239 1.122 -2.729
C 4.387 1.073 -3.502
C 4.527 0.131 -4.515
C 3.500 -0.771 -4.749
C 2.340 -0.730 -3.987
H -2.719 2.597 4.378
H -2.075 3.476 2.986
H -1.023 2.400 3.898
H -3.002 -0.491 4.196
H -1.327 -0.677 3.642
H -2.656 -1.339 2.680
H -4.947 1.261 2.651
H -4.523 0.537 1.092
H -4.408 2.281 1.314
H -2.492 3.429 0.299
H -1.670 4.908 -1.394
H -0.298 4.361 -3.185
H 0.528 2.165 -3.698
H 3.127 1.841 -1.928
H 5.186 1.778 -3.304
H 5.427 0.103 -5.113
H 3.593 -1.509 -5.536
H 1.524 -1.418 -4.161
S 1.682 1.620 0.751
C 0.328 1.472 -0.339
*
```


The following is a quantum chemistry calculation of C22H24N7O4Ru as an isolated structure, from the Open Molecules 2025 dataset.

As for the max |F|: 0.5 eV/A. The orbital gap (spin up / spin down) is 0.305 / 0.252 Ha. As for the expectation value of S²: 6.023. The value obtained for the HOMO energy (spin up / spin down) is -17.449 / -17.713 eV. The LUMO energy (spin up / spin down) comes out at -9.1 / -10.9 eV.

Geometry as ORCA input:
```
! wB97M-V def2-TZVPD RIJCOSX def2/J DEFGRID3
* xyz 3 5
Ru -1.328 0.829 -0.415
O -6.794 -0.491 4.929
C -7.087 -1.324 4.178
O -7.339 -2.141 3.396
C -4.769 -0.449 2.426
C -4.690 -1.112 1.232
C -3.694 -0.655 0.382
N -2.890 0.356 0.765
C -3.033 1.010 1.934
C -4.009 0.609 2.838
C -2.134 2.171 2.083
C -2.130 3.006 3.181
C -1.300 4.120 3.184
C -0.498 4.369 2.083
C -0.534 3.485 1.022
N -1.327 2.406 1.016
C -3.434 -1.134 -0.991
C -4.165 -2.122 -1.616
C -3.882 -2.444 -2.938
C -2.873 -1.763 -3.601
C -2.167 -0.794 -2.918
N -2.431 -0.484 -1.640
H -5.362 -1.920 0.973
H -4.167 1.102 3.788
H -2.772 2.804 4.026
H -1.290 4.788 4.034
H 0.148 5.235 2.037
H 0.076 3.654 0.145
H -4.957 -2.635 -1.089
H -4.451 -3.212 -3.444
H -2.635 -1.972 -4.634
H -1.376 -0.239 -3.404
N 0.428 1.198 -1.601
C 1.341 0.012 -1.457
C 2.769 0.278 -1.927
C 3.524 -1.027 -2.258
C 4.986 -1.035 -1.830
N 5.078 -1.117 -0.373
C 6.212 -1.297 0.295
N 7.380 -1.317 -0.343
N 6.182 -1.444 1.620
C 1.263 -0.445 0.013
O 2.229 -0.898 0.582
O 0.085 -0.306 0.565
H 0.268 1.398 -2.587
H 0.921 2.021 -1.253
H 0.894 -0.787 -2.058
H 3.291 0.841 -1.149
H 2.743 0.913 -2.816
H 3.493 -1.202 -3.334
H 3.031 -1.883 -1.792
H 5.493 -0.134 -2.190
H 5.475 -1.905 -2.276
H 4.201 -1.120 0.140
H 7.438 -1.202 -1.340
H 8.242 -1.470 0.152
H 5.306 -1.505 2.111
H 7.021 -1.620 2.146
*
```


The following is a quantum chemistry calculation of C22H24O5P2PtS3 as an isolated structure, from the Open Molecules 2025 dataset.

As for the max |F|: 0.5 eV/A. The orbital gap (spin up / spin down) is 0.151 / 0.275 Ha. As for the expectation value of S²: 3.772. The value obtained for the HOMO energy (spin up / spin down) is -1.573 / -5.370 eV. The LUMO energy (spin up / spin down) comes out at 2.5 / 2.1 eV.

Geometry as ORCA input:
```
! wB97M-V def2-TZVPD RIJCOSX def2/J DEFGRID3
* xyz -1 4
Pt 0.294 0.480 0.257
O 4.406 -0.205 0.386
S 3.043 0.028 0.777
O 2.112 -1.116 0.552
O 2.405 1.189 0.047
C 2.993 0.377 2.488
C 4.203 0.517 3.143
C 4.286 0.765 4.506
C 3.080 0.865 5.250
C 1.870 0.730 4.635
C 1.738 0.509 3.224
P 0.186 0.124 2.540
C -1.058 1.204 3.308
C -2.378 0.799 3.485
C -3.328 1.692 3.961
C -2.968 2.997 4.264
C -1.654 3.410 4.084
C -0.706 2.521 3.604
C -0.395 -1.549 3.027
C -0.502 -2.557 2.075
C -0.856 -3.846 2.457
C -1.093 -4.136 3.792
C -0.973 -3.137 4.752
C -0.627 -1.851 4.371
H 5.108 0.414 2.557
H 5.249 0.861 4.989
H 3.112 1.056 6.317
H 0.970 0.823 5.234
H -2.670 -0.215 3.242
H -4.352 1.365 4.091
H -3.710 3.693 4.634
H -1.367 4.429 4.311
H 0.320 2.835 3.454
H -0.288 -2.338 1.037
H -0.939 -4.623 1.707
H -1.363 -5.143 4.088
H -1.146 -3.361 5.798
H -0.537 -1.076 5.122
C -4.199 1.029 -3.421
C -4.340 1.565 -2.013
O -3.182 2.299 -1.579
P -1.832 1.527 -1.161
S -2.112 -0.240 -0.321
S -0.701 2.744 -0.090
O -1.131 1.215 -2.582
C -0.572 2.287 -3.358
C -0.173 1.717 -4.698
H -5.140 0.573 -3.733
H -3.414 0.276 -3.481
H -3.962 1.835 -4.118
H -4.531 0.757 -1.303
H -5.161 2.278 -1.946
H 0.286 2.692 -2.819
H -1.316 3.083 -3.466
H 0.552 0.914 -4.566
H 0.282 2.493 -5.315
H -1.040 1.318 -5.226
*
```


The following is a quantum chemistry calculation of C22H25Al2BrCl4F5LiN3Na2O9S2 as an isolated structure at a distorted geometry, from the Open Molecules 2025 dataset.

As for the max |F|: 4.6 eV/A. The orbital gap is 0.040 Ha. The value obtained for the HOMO energy is -8.454 eV. The LUMO energy comes out at -7.4 eV.

Geometry as ORCA input:
```
! wB97M-V def2-TZVPD RIJCOSX def2/J DEFGRID3
* xyz 1 1
C 3.199 0.123 -0.827
C 1.632 0.475 -0.597
F 1.478 1.893 -0.684
N 1.108 -0.110 0.667
C 2.177 -0.412 1.652
C 2.775 -1.857 1.825
O 2.309 -2.990 1.077
C 3.938 -2.152 2.843
C 4.541 -1.048 3.748
C 3.949 0.376 3.621
C 2.814 0.666 2.616
S 2.060 2.370 2.456
C 0.262 1.933 2.178
C -0.851 2.801 2.816
C -0.490 4.097 3.711
O -0.186 5.267 2.830
N 1.016 5.770 3.125
O 1.290 6.660 2.326
C -2.322 2.380 2.569
C -2.592 1.158 1.671
C -1.469 0.283 0.992
C -1.994 -0.897 0.069
C -1.117 -2.238 0.060
C -0.753 -2.558 -1.473
C 0.672 -3.295 -1.705
O 0.676 -4.717 -1.280
C 0.000 0.675 1.260
H 3.863 0.782 -0.158
H 3.446 0.451 -1.910
H 3.417 -0.994 -0.726
H 1.005 0.005 -1.454
H 3.111 -3.482 0.802
H 4.369 -3.216 2.914
H 5.371 -1.284 4.488
H 4.381 1.217 4.277
H -1.354 4.429 4.374
H 0.469 3.875 4.285
H -3.192 2.955 3.022
H -3.695 0.879 1.480
H -3.049 -1.169 0.462
H -2.180 -0.451 -0.983
H -0.236 -2.262 0.781
H -1.828 -3.087 0.402
H -0.719 -1.551 -2.083
H -1.576 -3.194 -1.977
H 1.554 -2.696 -1.290
H 0.838 -3.340 -2.879
H 1.252 -5.153 -1.971
C -3.329 1.381 -3.801
Cl -4.183 2.929 -3.728
Cl -1.840 1.470 -2.842
Cl -4.330 0.100 -3.091
Cl -2.953 0.987 -5.493
O -3.597 -5.951 0.330
S -4.186 -4.642 0.009
O -3.353 -3.569 0.590
O -5.544 -4.567 0.570
O -4.243 -4.472 -1.460
Li -4.497 -2.253 -2.385
Na -0.247 -1.437 -3.621
Al 0.688 7.134 0.562
C 5.394 -1.035 -4.640
C 3.909 -1.155 -4.470
N 2.739 -1.244 -4.335
H 5.883 -1.065 -3.664
H 5.765 -1.859 -5.252
H 5.635 -0.090 -5.130
O 1.075 8.730 -2.148
H 1.164 8.686 -3.100
F -6.515 2.583 2.018
Al -6.860 0.843 2.102
F -6.744 0.295 3.783
F -5.673 -0.033 1.111
F -8.491 0.529 1.482
Br 2.097 4.754 -0.122
Na 2.868 -4.418 -2.675
*
```